The following is a DFT calculation (the ωB97M-V functional and the def2-TZVPD basis) of a molecular structure, C65H64Cl5N7P2PbSTe.

XYZ file:
```
146
Properties=species:S:1:pos:R:3:forces:R:3:lowdin_charge:R:1
C -3.619 5.218 -3.615 0.05 0.00 -0.11 -0.100
C 2.687 3.659 2.172 -0.08 0.05 0.22 -0.157
H -5.805 1.405 -1.418 -0.01 0.01 0.04 0.056
C -3.649 -3.580 -2.376 -0.17 -0.02 0.03 -0.241
C -1.014 -5.339 2.193 -0.07 0.10 -0.09 -0.148
H 6.045 -2.600 -4.355 0.00 0.02 0.00 0.109
C -2.115 -3.220 2.600 0.05 -0.15 0.22 -0.020
H 5.620 -1.557 -2.999 0.02 -0.03 -0.05 0.093
H -1.419 4.575 -1.011 0.01 -0.05 -0.02 0.070
C 2.640 -5.332 3.067 0.01 0.02 0.00 -0.087
C 4.617 0.066 -0.401 0.03 0.06 0.05 -0.082
H -1.015 4.796 -4.157 0.00 0.00 -0.02 0.081
C 3.852 -5.529 3.716 -0.02 0.04 0.00 -0.113
C -3.818 -2.288 -1.949 0.06 -0.07 0.07 -0.861
H -0.754 3.311 -3.226 -0.08 0.05 0.01 0.053
H 5.858 -2.466 -0.576 0.00 -0.02 0.01 0.103
H 3.551 -2.435 -3.958 0.06 -0.06 0.06 0.072
C 2.443 0.901 4.471 -0.06 0.03 0.03 -0.080
H 2.022 -6.180 2.794 0.00 0.00 0.00 0.090
H 6.578 1.323 2.055 0.01 0.00 0.00 0.096
C -4.014 0.352 -5.285 -0.04 0.04 0.05 -0.092
H -3.448 4.437 0.581 0.03 0.03 -0.03 0.065
C -5.301 1.762 -0.515 -0.03 -0.03 -0.07 -0.112
H -6.054 1.906 0.266 0.01 -0.01 0.02 0.086
C 4.437 -3.985 -1.068 -0.05 -0.01 -0.07 -0.141
H -3.997 4.688 -4.491 -0.01 -0.03 0.02 0.067
H -6.188 4.297 -0.037 -0.01 -0.01 -0.01 0.080
H 5.582 -4.584 4.572 0.00 0.00 0.00 0.090
C -3.515 1.134 3.127 -0.05 -0.09 0.01 -0.062
C 3.670 -0.574 0.386 -0.06 0.12 0.08 -0.117
C -2.642 0.449 2.228 0.13 -0.09 -0.10 -0.276
H 2.827 -1.080 -0.072 0.07 0.00 0.07 0.031
C -4.180 2.019 -3.518 0.01 0.05 -0.10 -0.359
H -1.822 -4.722 4.083 0.01 -0.01 0.01 0.093
H -5.662 0.247 -6.658 -0.01 -0.01 0.00 0.092
N 1.047 2.009 1.574 0.04 -0.05 0.14 -0.068
C 4.195 -3.102 -3.385 -0.04 -0.05 0.08 -0.167
C -4.567 3.092 -0.748 0.00 -0.04 0.08 -0.688
P -3.281 2.743 -2.075 0.13 -0.04 0.11 1.147
C -3.779 3.400 0.540 -0.01 0.00 -0.01 -0.107
Cl 0.866 -0.075 -3.562 0.11 0.20 0.06 0.541
C -5.306 -0.470 2.820 0.06 0.06 0.01 -0.140
C 1.574 0.779 6.712 -0.03 -0.04 0.01 -0.102
H -0.260 4.192 3.812 0.00 0.01 0.00 0.093
H -4.423 3.215 1.404 -0.01 0.04 -0.01 0.077
C -4.789 0.687 3.405 0.04 -0.01 -0.02 -0.136
C -5.412 2.405 -4.053 -0.04 -0.03 0.10 -0.102
C -4.469 -1.169 1.965 -0.03 -0.03 -0.05 -0.085
H 2.942 2.093 0.763 0.04 -0.04 -0.03 0.092
H -6.312 -0.814 3.023 -0.02 0.00 0.01 0.074
H 1.993 5.163 3.600 0.02 0.00 0.00 0.087
C -2.027 5.182 -1.684 -0.01 0.02 0.01 -0.109
H -6.785 -3.328 -3.556 -0.02 -0.02 -0.02 0.052
C -3.497 0.983 -4.160 0.11 -0.02 -0.02 -0.137
C -0.799 -4.938 0.877 0.03 -0.07 0.07 -0.115
H 6.564 -4.463 -2.785 0.00 -0.01 -0.02 0.107
C 3.250 1.237 -3.645 -0.04 -0.06 -0.01 -0.711
H -0.668 -6.301 2.547 0.00 -0.02 0.01 0.082
H 6.447 -4.111 -0.330 0.01 -0.02 0.00 0.110
H 7.500 -3.037 -2.353 0.01 0.00 0.00 0.105
H -4.857 -5.111 -3.429 -0.01 -0.01 0.00 0.089
H 3.937 -3.929 -0.102 0.02 0.04 0.03 0.122
C 1.306 -0.574 6.530 0.02 0.05 0.00 -0.097
C 1.609 -1.182 5.324 0.09 -0.01 -0.02 -0.083
H -4.620 0.982 -0.168 0.00 0.04 -0.03 0.039
C 5.867 -3.474 -1.001 0.04 0.03 0.01 -0.177
H -5.139 5.165 -1.149 0.03 0.02 0.01 0.054
Cl 3.724 0.049 -4.840 0.07 0.19 0.03 0.640
H 4.514 0.062 -1.481 0.00 -0.03 0.04 0.089
C 4.162 2.208 -3.237 -0.03 0.07 0.01 -0.738
C 5.771 0.777 1.582 -0.04 -0.02 0.04 -0.085
H -4.469 5.567 -3.032 -0.02 -0.02 0.04 0.054
C 5.666 0.754 0.198 -0.02 -0.04 -0.01 -0.083
S -5.377 -1.727 -2.374 -0.12 0.24 0.13 0.933
N -1.097 2.094 2.605 -0.07 -0.24 -0.10 0.010
C 2.410 3.216 -1.946 0.15 0.14 0.26 -0.702
C -1.509 3.906 -3.752 0.02 0.01 0.09 -0.112
H -6.303 3.975 -1.762 0.03 0.02 -0.02 0.059
H -1.007 -3.397 -0.589 0.00 -0.04 0.08 0.033
H 6.386 1.286 -0.411 0.00 0.01 -0.03 0.096
C 5.631 -2.596 -3.344 -0.02 0.04 0.01 -0.195
C 0.488 3.755 3.162 -0.20 -0.21 -0.05 -0.051
H -5.971 3.211 -3.596 0.03 0.00 -0.01 0.084
H 0.841 -1.149 7.322 -0.01 -0.01 0.01 0.093
H 1.271 -3.860 2.253 -0.01 0.01 -0.02 0.073
P 2.324 -1.296 2.663 -0.05 -0.21 -0.33 0.690
N 1.398 -2.534 -1.319 -0.59 0.09 -0.10 0.185
H -1.369 5.942 -2.115 -0.02 0.03 -0.01 0.078
H -3.456 -0.449 -5.753 0.01 -0.01 -0.01 0.104
Cl 5.806 2.158 -3.792 0.00 -0.02 -0.01 0.610
Pb 0.265 0.123 0.474 -0.20 0.10 -0.01 1.053
C -1.662 -4.455 3.045 -0.03 0.03 0.00 -0.102
C 1.976 1.254 -3.085 -0.12 -0.31 -0.17 -0.701
N 1.057 -1.448 1.813 0.09 0.16 0.30 -0.389
N -2.401 -1.600 0.816 0.20 0.29 0.07 -0.355
N 3.676 -3.191 -2.028 -0.03 0.21 0.11 -0.095
H 2.834 1.508 3.665 0.03 0.01 -0.02 0.076
C 4.817 0.139 2.367 0.07 -0.02 0.03 -0.098
C 4.634 -4.434 4.068 -0.02 0.00 -0.03 -0.107
C 2.134 1.513 5.681 0.01 -0.03 -0.08 -0.079
Cl 1.856 4.610 -0.982 0.04 -0.09 -0.30 0.613
H 1.368 -2.229 5.177 0.02 0.00 -0.02 0.105
N -1.415 0.920 1.895 -0.09 0.11 0.28 -0.155
C 2.209 -4.046 2.765 0.06 0.01 -0.01 -0.078
C -3.173 -0.761 1.688 -0.18 -0.10 -0.01 -0.334
H 4.163 -4.101 -3.846 0.01 -0.02 -0.05 0.122
H 2.303 2.577 5.792 0.01 0.01 -0.01 0.098
C 3.739 3.215 -2.368 0.01 0.01 0.08 -0.715
C -4.796 -4.108 -3.029 0.06 0.05 0.04 -0.211
C 6.486 -3.439 -2.399 -0.06 0.04 0.04 -0.203
C 3.745 -0.528 1.782 0.06 0.11 -0.09 -0.269
H 4.189 -6.532 3.950 0.00 -0.01 0.00 0.089
C -5.815 -3.199 -3.105 0.06 -0.13 -0.02 -0.448
Te -2.349 -1.008 -1.109 -0.12 -0.14 -0.61 1.269
H -6.906 2.085 -5.555 -0.01 0.00 -0.01 0.092
C -1.239 -3.709 0.424 0.00 -0.04 -0.10 -0.093
C 1.520 2.210 -2.218 -0.25 0.10 -0.17 -0.168
H -3.138 2.036 3.582 0.00 0.01 0.00 0.081
C 2.274 2.567 1.473 -0.24 -0.13 -0.03 -0.260
C 2.200 -0.457 4.284 -0.08 -0.03 0.08 -0.256
H -2.737 -4.135 -2.209 0.03 0.02 -0.03 0.089
H 3.674 4.069 2.014 -0.01 0.03 0.00 0.083
H -1.889 3.319 -4.592 -0.02 -0.01 -0.01 0.069
C -2.647 4.352 -2.813 0.14 -0.04 -0.07 -0.700
H -4.808 -2.083 1.485 0.00 0.00 0.02 0.115
C -5.601 4.198 -0.957 -0.06 0.00 0.05 -0.099
Cl 4.881 4.412 -1.820 0.00 -0.03 -0.06 0.601
H -2.524 0.681 -3.781 -0.05 0.02 0.01 0.070
C -1.927 -2.836 1.272 0.01 0.16 -0.14 -0.309
H -2.792 5.693 -1.096 -0.01 0.00 0.02 0.062
C 0.095 2.559 2.427 0.33 0.34 0.06 -0.408
H 4.434 -5.037 -1.390 -0.01 -0.04 0.02 0.123
C 2.442 -2.817 -1.717 0.53 -0.49 -0.03 -0.287
H 1.316 1.262 7.647 0.01 0.00 0.01 0.091
C 1.727 4.271 3.041 0.27 0.04 -0.07 -0.131
H -0.256 -5.580 0.192 0.00 -0.01 0.00 0.097
H -3.081 6.103 -3.975 -0.01 0.01 -0.01 0.078
H 4.899 0.189 3.446 -0.02 0.04 0.03 0.097
C -5.945 1.770 -5.166 0.07 -0.05 0.00 -0.098
C 4.198 -3.150 3.772 0.03 0.01 0.03 -0.086
H -5.399 1.260 4.097 -0.01 0.01 0.00 0.084
H -2.901 2.761 0.657 -0.04 -0.02 -0.02 0.058
H 4.808 -2.297 4.051 0.00 0.00 0.01 0.099
C 2.985 -2.948 3.121 0.01 -0.02 0.07 -0.279
H -2.599 -2.542 3.290 0.02 -0.04 -0.04 0.113
C -5.246 0.740 -5.787 -0.02 0.05 0.02 -0.107
```
Forces are in eV/Å.

For the frontier orbital gap, the calculation gives 4.55 eV. For the LUMO energy, the calculation gives 3.70 eV. Its electronic energy is -6741.3236 Eh. The relative energy (zero: lowest compared OMol25 entry of this formula, charge and spin) comes out at 7.74 kcal/mol. As for the net charge: -2.